Computed, not measured: a molecular structure, C30H26CrNP2Se2Te2 in a non-equilibrium geometry, with ωB97M-V/def2-TZVPD.

Output
- multiplicity = 2
- highest occupied orbital energy (spin up / spin down) (eV) = -6.97 / -6.93
- HOMO-LUMO gap (spin up / spin down) (eV) = 6.26 / 5.00
- <S²> = 1.081

```
64
C30H26CrNP2Se2Te2 ωB97M-V/def2-TZVPD
Cr 0.05950 -0.00414 0.66615
C -3.23490 -0.72024 0.57565
P -1.63850 -1.62364 0.57865
C -1.66900 -2.19874 -1.14805
C -0.96350 -1.47774 -2.10955
C -1.02790 -1.83944 -3.44175
C -1.81720 -2.91014 -3.82355
C -2.53140 -3.62264 -2.87335
C -2.46050 -3.27534 -1.53745
C -1.85830 -3.10824 1.58755
C -1.22400 -4.30834 1.26635
C -1.32680 -5.38744 2.12395
C -2.04240 -5.27524 3.30545
C -2.65420 -4.07744 3.63935
C -2.55300 -2.99214 2.79115
C -2.83370 0.65076 0.12475
C -3.55520 1.60976 -0.53955
C -2.73520 2.75986 -0.61225
C -1.55010 2.44246 0.00365
C -0.35010 3.28046 0.31995
P 1.04870 2.08536 0.29635
C 1.76010 2.25036 -1.35365
C 1.94330 3.46106 -2.01705
C 2.44350 3.44786 -3.30555
C 2.75660 2.24766 -3.93045
C 2.61240 1.04556 -3.25895
C 2.11550 1.05596 -1.97085
C 2.26500 2.76716 1.44635
C 1.97430 2.56756 2.79615
C 2.88550 2.93976 3.76505
C 4.10080 3.48956 3.38455
C 4.40280 3.66146 2.04345
C 3.49090 3.30006 1.06575
N -1.57730 1.13196 0.44195
H -3.68910 -0.69424 1.57555
H -3.93300 -1.20314 -0.11885
H -0.36510 -0.60094 -1.81965
H -0.45790 -1.28694 -4.17175
H -1.86930 -3.19624 -4.86255
H -3.14730 -4.45694 -3.17175
H -3.01800 -3.82684 -0.79165
H -0.64020 -4.39754 0.35535
H -0.83540 -6.31554 1.87145
H -2.11000 -6.11884 3.97625
H -3.20220 -3.98554 4.56635
H -3.00210 -2.04794 3.07305
H -4.55350 1.49366 -0.91555
H -2.98690 3.69976 -1.06415
H -0.42700 3.72506 1.32435
H -0.20080 4.08446 -0.40735
H 1.70600 4.39696 -1.52775
H 2.59280 4.38106 -3.82925
H 3.12260 2.25206 -4.94635
H 2.88970 0.10716 -3.71965
H 2.01300 0.12216 -1.41675
H 1.02330 2.10536 3.07725
H 2.66140 2.77476 4.80965
H 4.82900 3.75566 4.13565
H 5.36560 4.04996 1.74945
H 3.73880 3.40356 0.01815
Se 1.91720 -0.64054 1.86555
Te 4.25650 -0.26694 1.39515
Te 2.89150 -2.62804 -1.47095
Se 1.17480 -2.05894 0.14055
```